# 1
A structure of composition C27H33BrN4O8S2 at a distorted geometry. Source: the OMol25 dataset; level of theory: ωB97M-V/def2-TZVPD.

CARTESIAN COORDINATES (ANGSTROEM)
C  -0.23  -5.37  1.59
C  -0.91  -5.03  0.26
C  -1.73  -3.74  0.34
O  -1.74  -3.14  -0.96
C  -1.93  -1.78  -1.02
C  -3.28  -1.27  -1.11
C  -4.45  -2.24  -1.00
C  -4.97  -2.54  0.41
S  -5.29  -1.06  1.43
C  -6.51  -1.71  2.48
N  -7.68  -1.23  2.75
N  -8.25  -2.10  3.66
C  -7.40  -3.04  3.84
O  -6.26  -2.87  3.13
C  -3.48  0.06  -1.34
Br  -5.18  0.84  -1.66
C  -2.38  0.94  -1.48
N  -2.44  2.24  -1.74
S  -0.88  2.72  -1.83
N  -0.15  1.35  -1.54
C  -1.07  0.41  -1.35
C  -0.83  -0.97  -1.12
C  0.58  -1.50  -1.03
C  1.35  -0.85  0.11
C  2.31  0.12  -0.13
C  3.02  0.74  0.88
C  2.77  0.39  2.21
C  3.52  1.09  3.30
C  1.84  -0.60  2.45
C  1.14  -1.22  1.43
H  0.09  -4.45  2.07
H  0.65  -5.98  1.42
H  -0.92  -5.90  2.23
H  -0.16  -4.86  -0.52
H  -1.53  -5.84  -0.09
H  -2.75  -4.03  0.59
H  -1.34  -3.07  1.09
H  -5.26  -1.88  -1.62
H  -4.13  -3.19  -1.41
H  -4.32  -3.18  0.97
H  -5.91  -3.06  0.30
H  -7.50  -3.91  4.46
H  0.54  -2.57  -0.86
H  1.11  -1.26  -1.94
H  2.51  0.40  -1.16
H  3.75  1.50  0.65
H  3.47  0.56  4.24
H  3.12  2.09  3.47
H  4.54  1.24  2.99
H  1.66  -0.88  3.48
H  0.44  -1.99  1.67
C  10.26  0.86  4.60
O  8.91  1.26  4.32
C  8.79  2.12  3.31
O  9.69  2.56  2.65
O  7.50  2.40  3.16
C  7.22  3.32  2.10
H  10.21  0.17  5.43
H  10.70  0.36  3.74
H  10.86  1.72  4.87
H  7.54  2.91  1.15
H  7.71  4.28  2.29
H  6.15  3.46  2.09
C  -1.98  6.17  -7.83
O  -1.69  5.14  -6.89
C  -2.76  4.68  -6.23
O  -3.89  5.06  -6.37
O  -2.35  3.73  -5.39
C  -3.40  3.15  -4.60
H  -1.04  6.44  -8.29
H  -2.66  5.80  -8.60
H  -2.41  7.04  -7.33
H  -4.13  2.67  -5.25
H  -3.87  3.90  -3.98
H  -2.93  2.41  -3.97

The HOMO energy comes out at -0.3214 Ha. For the gap between HOMO and LUMO, the calculation gives 7.9 eV. The electronic energy is -5239.96038 hartree. The energy above the lowest of the compared OMol25 structures with the same formula, charge and spin comes out at 0.0 kJ/mol.

---

# 2
A structure of composition C27H33ClCs2F6LiN2NaO13 at a distorted geometry. Source: the OMol25 dataset; level of theory: ωB97M-V/def2-TZVPD.

CARTESIAN COORDINATES (ANGSTROEM)
C  -0.80  0.61  2.88
C  -1.19  1.26  1.50
N  -2.15  0.79  0.84
C  -0.36  2.45  1.09
C  0.22  2.43  -0.36
C  0.60  1.04  -0.97
C  1.38  0.13  -0.11
O  1.60  0.23  1.06
O  1.98  -1.00  -0.77
C  1.13  -2.13  -0.58
C  1.65  -3.16  0.40
O  0.11  -2.22  -1.18
O  -0.97  2.69  -1.13
C  -0.51  3.29  -2.30
O  -0.88  3.19  -3.42
O  0.53  4.07  -1.90
C  1.17  3.65  -0.66
C  2.58  3.41  -1.17
C  3.53  2.66  -0.23
C  3.29  2.84  1.28
Cl  5.23  3.36  -0.56
C  0.91  4.92  0.19
F  1.10  4.74  1.51
F  1.79  5.85  -0.19
C  -0.52  5.53  -0.05
F  -0.92  6.09  1.15
F  -0.46  6.51  -0.90
H  -1.44  0.98  3.73
H  -0.76  -0.54  2.81
H  0.24  0.95  3.10
H  -2.57  -0.02  1.32
H  0.45  2.57  1.82
H  -1.01  3.32  1.05
H  -0.35  0.53  -1.15
H  1.04  1.16  -1.96
H  2.58  -3.55  -0.01
H  1.81  -2.67  1.36
H  0.89  -3.93  0.45
H  2.46  2.80  -2.07
H  3.06  4.32  -1.52
H  3.65  1.57  -0.49
H  2.32  2.55  1.64
H  3.37  3.91  1.49
H  4.12  2.39  1.83
H  -1.29  4.80  -0.29
Cs  4.93  0.10  -0.99
F  2.45  2.56  3.70
Cs  -1.09  -1.82  3.61
C  -0.14  5.85  -4.62
C  0.02  6.75  -5.88
O  -1.10  7.01  -6.49
O  1.12  7.13  -6.21
H  -1.20  5.57  -4.49
H  0.43  4.93  -4.76
H  0.22  6.36  -3.72
O  -2.09  -4.00  -2.85
H  -1.41  -3.74  -2.21
Na  -2.42  6.32  -8.15
F  1.83  6.86  -3.56
Li  -2.58  3.94  1.60
C  -7.62  -1.27  1.20
C  -7.12  -2.19  0.10
C  -5.91  -3.04  0.53
C  -4.78  -2.18  0.89
N  -3.91  -1.50  1.17
H  -6.86  -0.54  1.49
H  -8.49  -0.71  0.86
H  -7.91  -1.84  2.09
H  -6.85  -1.59  -0.77
H  -7.92  -2.86  -0.21
H  -5.59  -3.69  -0.29
H  -6.17  -3.67  1.38
C  2.06  -8.90  1.24
C  1.66  -7.68  1.63
C  2.56  -6.78  2.42
O  2.16  -5.67  2.74
C  3.88  -7.26  2.77
C  4.28  -8.48  2.38
C  3.39  -9.38  1.57
O  3.82  -10.46  1.23
O  5.48  -8.97  2.68
O  0.45  -7.21  1.35
H  1.42  -9.56  0.67
H  4.52  -6.61  3.36
H  5.51  -9.85  2.28
H  0.41  -6.32  1.74

The HOMO energy comes out at -0.1652 Ha. For the gap between HOMO and LUMO, the calculation gives 1.8 eV. The electronic energy is -3405.19311 hartree.

---

# 3
A structure of composition C27H33ClIrN2O5 at a distorted geometry. Source: the OMol25 dataset; level of theory: ωB97M-V/def2-TZVPD.

CARTESIAN COORDINATES (ANGSTROEM)
Ir  0.20  0.23  -0.96
Cl  2.03  -0.92  -1.81
N  -1.18  -1.30  -1.27
N  1.06  1.86  -0.04
C  -1.40  -1.70  -2.50
C  1.54  2.87  -0.72
C  -1.91  -2.26  -0.34
C  -2.05  -3.46  -1.26
C  -3.26  -1.73  0.13
C  -1.11  -2.59  0.88
H  -3.77  -1.19  -0.67
H  -3.12  -1.07  1.00
H  -3.86  -2.59  0.46
H  -0.23  -3.12  0.52
H  -1.64  -3.23  1.62
H  -0.85  -1.66  1.35
C  1.54  2.02  1.41
C  2.02  3.46  1.41
C  2.72  1.12  1.64
C  0.40  1.81  2.40
H  -0.43  2.48  2.18
H  0.75  2.03  3.42
H  0.06  0.78  2.37
H  3.50  1.33  0.90
H  2.38  0.09  1.54
H  3.12  1.29  2.64
O  2.18  3.81  -0.02
H  3.00  3.58  1.87
H  1.32  4.16  1.86
O  -1.99  -2.88  -2.61
H  -2.97  -4.01  -1.15
H  -1.21  -4.13  -1.16
C  -1.06  -0.96  -3.74
C  1.43  3.06  -2.18
C  0.14  2.50  -2.59
H  2.27  2.52  -2.64
H  1.54  4.12  -2.41
C  0.08  1.06  -2.82
C  -1.11  0.47  -3.39
H  1.02  0.65  -3.21
C  -2.24  1.25  -3.52
C  -2.18  2.61  -3.21
C  -3.55  0.63  -3.94
C  -1.02  3.23  -2.74
H  -3.08  3.22  -3.34
C  -1.05  4.68  -2.33
H  -2.02  5.12  -2.59
H  -0.26  5.28  -2.81
H  -0.91  4.78  -1.24
H  -3.48  0.03  -4.85
H  -4.29  1.42  -4.10
H  -3.94  -0.03  -3.15
H  -1.75  -1.24  -4.53
H  -0.05  -1.27  -4.01
O  2.00  -4.57  2.47
C  2.06  -3.57  3.35
C  2.34  -3.82  4.69
C  2.27  -2.78  5.62
C  1.90  -1.46  5.24
C  1.64  -1.21  3.90
C  1.76  -2.22  2.94
C  1.58  -1.99  1.48
O  1.98  -2.84  0.64
O  0.89  -0.89  1.19
H  1.93  -4.12  1.56
H  2.63  -4.85  4.95
H  2.49  -3.00  6.68
H  1.83  -0.65  5.97
H  1.37  -0.24  3.53

The HOMO energy (spin up / spin down) comes out at -0.0111 / -0.1734 Ha. For the gap between HOMO and LUMO (spin up / spin down), the calculation gives 3.0 / 7.3 eV. Its net charge is -1. The electronic energy is -2098.84313 hartree. Its multiplicity is 5.

---

# 4
The molecule C27H33F3O6. Source: the OMol25 dataset; level of theory: ωB97M-V/def2-TZVPD.

CARTESIAN COORDINATES (ANGSTROEM)
C  -0.10  5.35  -3.35
H  -1.13  5.61  -3.05
O  0.02  3.97  -3.62
C  -0.16  3.10  -2.60
C  -0.57  3.43  -1.32
C  -0.70  2.46  -0.35
C  -0.46  1.12  -0.63
C  -0.08  0.78  -1.92
C  0.10  1.75  -2.89
C  0.69  1.37  -4.22
H  0.59  0.29  -4.39
H  0.21  1.92  -5.04
O  2.06  1.74  -4.33
C  2.91  1.27  -3.33
H  3.88  1.07  -3.79
C  3.18  2.32  -2.23
F  2.48  2.14  -1.10
F  4.47  2.30  -1.85
F  2.92  3.57  -2.62
H  2.54  0.37  -2.83
H  0.10  -0.25  -2.18
C  -0.53  0.11  0.49
H  -1.10  0.56  1.30
C  -1.21  -1.21  0.06
C  -2.49  -0.90  -0.70
O  -2.58  -1.11  -1.88
C  -3.61  -0.36  0.14
H  -4.48  -0.19  -0.49
H  -3.30  0.60  0.57
C  -3.95  -1.35  1.27
C  -5.04  -0.75  2.16
H  -5.29  -1.43  2.97
H  -5.94  -0.55  1.58
H  -4.70  0.19  2.60
C  -4.45  -2.66  0.66
H  -5.33  -2.48  0.04
H  -4.72  -3.37  1.44
H  -3.69  -3.12  0.03
C  -2.70  -1.62  2.11
C  -1.51  -2.05  1.29
O  -0.82  -2.99  1.58
H  -2.90  -2.40  2.85
H  -2.41  -0.72  2.65
H  -0.54  -1.77  -0.59
C  0.88  -0.16  1.09
C  0.73  -0.57  2.55
O  -0.17  -0.10  3.22
C  1.69  -1.55  3.16
H  2.09  -1.09  4.08
C  2.81  -2.06  2.26
C  2.21  -2.34  0.88
C  1.76  -1.07  0.24
O  2.07  -0.76  -0.89
H  2.94  -2.83  0.23
H  1.34  -2.99  1.00
C  3.37  -3.36  2.85
H  3.74  -3.20  3.86
H  2.60  -4.13  2.88
H  4.19  -3.73  2.24
C  3.95  -1.03  2.16
H  4.71  -1.38  1.46
H  4.41  -0.88  3.13
H  3.58  -0.07  1.80
H  1.07  -2.39  3.48
H  1.38  0.82  1.10
H  -0.98  2.75  0.65
H  -0.78  4.46  -1.06
H  0.14  5.85  -4.29
H  0.60  5.67  -2.58

The HOMO energy comes out at -0.3092 Ha. For the gap between HOMO and LUMO, the calculation gives 9.0 eV. The electronic energy is -1799.72355 hartree. As for the SMILES: COc1ccc(C(C2C(=O)CC(C)(C)CC2=O)C2C(=O)CC(C)(C)CC2=O)cc1COCC(F)(F)F.

---

# 5
A cluster of 7 separate species, C27H33F7O23 in total at a distorted geometry. Source: the OMol25 dataset; level of theory: ωB97M-V/def2-TZVPD.

CARTESIAN COORDINATES (ANGSTROEM)
C  -5.14  2.35  2.76
C  -4.79  0.98  3.33
C  -3.31  0.83  3.55
O  -2.53  1.27  2.79
O  -2.96  0.20  4.68
C  -1.88  -0.73  4.52
C  -2.32  -2.19  4.67
O  -1.85  -2.93  3.53
C  -2.81  -3.43  2.76
O  -3.76  -3.98  3.13
O  -2.55  -3.29  1.43
C  -2.16  -1.99  1.05
F  -0.80  -1.94  1.14
C  -2.61  -1.79  -0.37
C  -1.88  -0.61  -1.05
H  -4.38  2.71  2.08
H  -5.22  3.09  3.55
H  -6.08  2.34  2.23
H  -5.29  0.91  4.29
H  -5.16  0.20  2.67
H  -1.35  -0.62  3.58
H  -1.17  -0.52  5.31
H  -1.83  -2.61  5.54
H  -3.39  -2.29  4.84
H  -2.60  -1.21  1.66
H  -2.43  -2.67  -0.96
H  -3.67  -1.56  -0.36
H  -1.01  -0.29  -0.48
H  -2.57  0.21  -1.24
H  -1.51  -0.92  -2.02
C  1.53  1.52  1.99
C  0.80  2.80  1.66
O  1.03  2.93  0.26
C  1.19  1.66  -0.22
O  1.12  1.36  -1.37
O  1.40  0.78  0.78
F  1.33  3.86  2.30
H  2.58  1.69  2.20
H  1.08  0.99  2.83
H  -0.28  2.76  1.84
C  6.95  2.42  2.09
C  5.67  2.93  2.71
O  4.75  1.91  2.39
C  5.46  0.75  2.29
O  4.98  -0.34  2.29
O  6.79  1.00  2.20
F  5.27  4.09  2.14
H  7.03  2.70  1.04
H  7.84  2.76  2.62
H  5.71  3.06  3.80
C  5.91  -1.43  -0.98
C  5.24  -0.12  -1.32
O  5.34  -0.08  -2.73
C  5.35  -1.38  -3.16
O  5.17  -1.72  -4.28
O  5.60  -2.22  -2.13
F  5.93  0.94  -0.80
H  6.99  -1.32  -0.89
H  5.52  -1.87  -0.07
H  4.20  -0.06  -1.02
C  0.07  2.16  -5.98
C  0.01  2.72  -4.58
O  -1.37  2.66  -4.28
C  -1.89  1.63  -5.00
O  -2.93  1.12  -4.77
O  -1.03  1.24  -5.98
F  0.42  4.01  -4.53
H  -0.09  2.94  -6.73
H  1.01  1.65  -6.20
H  0.55  2.13  -3.83
C  -6.04  0.86  -3.09
C  -6.38  -0.57  -3.43
O  -6.24  -1.22  -2.17
C  -6.50  -0.29  -1.21
O  -6.71  -0.55  -0.07
O  -6.48  0.96  -1.73
F  -5.51  -1.11  -4.31
H  -4.96  1.04  -3.14
H  -6.55  1.58  -3.72
H  -7.40  -0.72  -3.80
C  3.29  -3.97  -0.11
C  2.59  -2.66  -0.39
O  2.82  -2.48  -1.78
C  2.94  -3.74  -2.33
O  2.87  -3.98  -3.48
O  3.13  -4.66  -1.35
F  3.16  -1.63  0.28
H  4.35  -3.83  0.10
H  2.84  -4.52  0.71
H  1.52  -2.67  -0.19

The HOMO energy comes out at -0.4067 Ha. For the gap between HOMO and LUMO, the calculation gives 11.4 eV. The electronic energy is -3478.31877 hartree. As for the SMILES: CCC(=O)OCCOC(=O)O[C@@H](F)CC.O=C1OC[C@@H](F)O1.O=C1OC[C@@H](F)O1.O=C1OC[C@@H](F)O1.O=C1OC[C@@H](F)O1.O=C1OC[C@@H](F)O1.O=C1OC[C@@H](F)O1.

---

# 6
A structure of composition C27H33N5O2RhS at a distorted geometry. Source: the OMol25 dataset; level of theory: ωB97M-V/def2-TZVPD.

CARTESIAN COORDINATES (ANGSTROEM)
Rh  0.00  0.04  0.24
C  -2.94  0.85  -0.65
N  -2.26  -0.25  0.05
C  -2.73  -0.32  1.45
C  -2.19  0.85  2.31
C  -0.95  0.52  3.14
N  0.19  0.07  2.34
C  1.13  -0.56  2.97
C  2.32  -1.15  2.41
C  3.09  -1.97  3.25
C  4.14  -2.71  2.76
C  4.47  -2.62  1.40
C  3.78  -1.79  0.56
C  2.69  -1.01  1.03
O  2.08  -0.21  0.23
C  -2.53  -1.52  -0.65
C  -2.00  -1.60  -2.09
C  -0.47  -1.44  -2.25
N  -0.06  -0.12  -1.78
C  0.57  0.68  -2.58
C  0.82  2.06  -2.34
C  1.47  2.79  -3.36
C  1.65  4.14  -3.27
C  1.17  4.84  -2.14
C  0.53  4.18  -1.13
C  0.34  2.76  -1.17
O  -0.24  2.19  -0.19
H  -4.01  0.63  -0.74
H  -2.52  0.98  -1.65
H  -2.81  1.78  -0.12
H  -2.40  -1.27  1.87
H  -3.83  -0.31  1.46
H  -2.97  1.16  3.01
H  -1.95  1.70  1.68
H  -1.19  -0.23  3.90
H  -0.65  1.43  3.67
H  1.00  -0.72  4.04
H  2.82  -2.04  4.30
H  4.70  -3.35  3.42
H  5.30  -3.21  1.01
H  4.05  -1.68  -0.48
H  -3.62  -1.68  -0.69
H  -2.09  -2.33  -0.07
H  -2.49  -0.86  -2.72
H  -2.27  -2.58  -2.48
H  -0.20  -1.59  -3.29
H  0.03  -2.20  -1.65
H  0.91  0.29  -3.54
H  1.83  2.26  -4.23
H  2.16  4.68  -4.06
H  1.32  5.91  -2.07
H  0.16  4.69  -0.26
C  2.33  -7.28  0.05
C  1.03  -6.56  0.03
C  -0.16  -7.09  -0.40
C  -1.31  -6.28  -0.39
N  -1.27  -5.02  0.02
C  -0.12  -4.51  0.46
S  0.03  -2.94  1.09
N  1.02  -5.28  0.45
C  -2.63  -6.80  -0.84
H  2.18  -8.34  -0.14
H  2.82  -7.16  1.01
H  3.00  -6.88  -0.72
H  -0.20  -8.12  -0.74
H  1.86  -4.85  0.81
H  -2.63  -7.88  -0.93
H  -2.88  -6.37  -1.81
H  -3.40  -6.48  -0.14

The HOMO energy (spin up / spin down) comes out at -0.3366 / -0.3611 Ha. For the gap between HOMO and LUMO (spin up / spin down), the calculation gives 6.5 / 4.6 eV. Its net charge is +1. The electronic energy is -1981.39301 hartree. The energy above the lowest of the compared OMol25 structures with the same formula, charge and spin comes out at 56.0 kJ/mol. Its multiplicity is 5.